Record 1
Molecular formula: C47H46N4O4S3ScSe2
Method: DFT, ωB97M-V/def2-TZVPD

Structure (XYZ):
```
107
Properties=species:S:1:pos:R:3:forces:R:3
Sc 0.295542 0.540269 -0.018735 0.1149 0.3257 0.2404
C 3.747099 1.016922 3.149240 0.0272 0.0085 0.0319
C 3.014070 0.754016 1.873368 0.0295 0.0048 -0.0735
N 1.895844 0.137476 1.822939 -0.1551 0.0482 0.0616
N 1.368236 -0.280537 3.014756 -0.0085 -0.1146 -0.1450
C 0.193946 -0.965585 3.022954 -0.0042 -0.0561 0.1053
N -0.312329 -1.195802 4.238422 0.0246 0.0521 0.0212
S -0.539632 -1.540938 1.637786 -0.0211 0.0562 -0.1394
C 3.509587 1.265369 0.573303 0.0445 -0.0158 0.0702
C 4.867318 1.439743 0.338608 -0.0667 0.0117 0.0142
C 5.279520 1.876026 -0.909553 0.0260 -0.0137 0.0085
C 4.319843 2.140302 -1.867948 0.0028 0.0224 -0.0509
C 2.985032 1.949807 -1.546161 -0.0446 0.0074 0.0739
N 2.578703 1.513026 -0.354841 -0.0576 -0.0593 -0.0230
H 3.172234 1.731102 3.749431 -0.0080 -0.0119 -0.0030
H 4.720165 1.464355 2.983460 0.0160 0.0098 -0.0276
H 3.879860 0.100635 3.728450 -0.0041 0.0041 -0.0077
H 1.665465 0.197585 3.851679 -0.0172 0.0527 0.0725
H 0.054785 -0.751398 5.063739 -0.0063 -0.0083 0.0088
H -1.232168 -1.596160 4.290103 -0.0238 -0.0314 -0.0109
H 5.590672 1.218122 1.109329 0.0182 0.0082 -0.0050
H 6.331957 2.008290 -1.123168 -0.0124 0.0013 -0.0042
H 4.587239 2.495392 -2.853491 -0.0025 0.0001 0.0154
H 2.206005 2.169850 -2.265007 0.0098 -0.0029 -0.0318
O -4.178147 1.316319 -0.323154 0.0973 0.0122 0.0044
C -3.139853 1.757939 0.554527 -0.1378 -0.0921 -0.0072
C -2.553241 3.117895 0.178197 0.1002 -0.0012 0.0644
C -3.708185 4.133403 0.282266 -0.0365 0.1294 -0.0288
O -3.321631 5.476368 0.045477 -0.0414 -0.0810 -0.0007
C -1.467223 3.552189 1.187108 -0.1463 0.0981 -0.0181
Se -0.267939 2.205967 1.976488 -0.1062 -0.0044 -0.1128
C -2.068116 3.164589 -1.274515 -0.0938 0.0237 0.0348
Se -0.281115 2.467651 -1.712594 -0.0657 -0.0346 -0.0187
H -5.011815 1.706971 -0.050035 -0.0405 0.0123 0.0116
H -2.381164 0.981272 0.527409 0.1100 -0.0638 -0.0451
H -3.495872 1.777897 1.589871 0.0090 0.0543 0.0235
H -4.181827 4.033697 1.269033 0.0167 0.0074 0.0018
H -4.463134 3.916302 -0.476856 0.0367 -0.0110 0.0062
H -2.727063 5.753380 0.748961 0.0249 0.0294 0.0259
H -1.953603 4.007930 2.053674 0.0155 -0.0207 0.0097
H -0.834496 4.306648 0.720860 0.0292 -0.0229 -0.0063
H -2.025753 4.208693 -1.576616 0.0294 0.0142 -0.0252
H -2.802283 2.665466 -1.906361 0.0116 -0.0371 0.0023
C -6.385400 -4.527366 -2.069267 0.0061 -0.0282 -0.0505
C -5.339112 -3.449170 -2.101723 0.0023 0.0234 -0.0004
C -4.232124 -3.521052 -1.259931 0.0046 -0.0044 0.0374
C -3.242073 -2.552225 -1.288051 -0.0340 -0.0102 -0.0050
C -3.367351 -1.498995 -2.177701 -0.0705 0.0214 -0.1276
C -4.471431 -1.383403 -3.008793 -0.0128 -0.0317 0.0294
C -5.447719 -2.365840 -2.971163 -0.0078 -0.0065 0.0076
S -2.166015 -0.188444 -2.219469 0.0117 0.0018 0.2516
O -1.196549 -0.617851 -1.118740 0.0786 0.1096 0.0146
C -1.410244 -0.463993 -3.820662 -0.0637 0.0192 -0.0603
C -1.604082 0.637238 -4.687300 0.0436 -0.0101 -0.0147
C -1.129068 0.593758 -5.962092 -0.0073 0.0153 -0.0015
C -0.418208 -0.538834 -6.425467 -0.0147 0.0562 -0.0357
C 0.100018 -0.591718 -7.744305 -0.0033 0.0140 0.0243
C 0.798264 -1.679917 -8.174814 0.0123 -0.0342 -0.0021
C 1.013712 -2.773903 -7.305717 0.0072 0.0104 -0.0381
C 0.525722 -2.753549 -6.032017 -0.0196 0.0078 0.0467
C -0.207085 -1.632795 -5.553467 -0.0053 -0.0343 0.0185
C -0.732040 -1.585918 -4.225967 0.1015 -0.0022 -0.1000
C -0.477795 -2.752169 -3.333404 -0.0855 -0.0784 -0.0024
C -1.305976 -3.913237 -3.413613 -0.0151 0.0705 -0.0755
C -2.382586 -3.997810 -4.329977 -0.0042 0.0291 0.0353
C -3.160898 -5.117420 -4.380625 -0.0399 -0.0160 0.0069
C -2.904010 -6.206084 -3.519997 0.0048 -0.0138 -0.0042
C -1.870921 -6.150121 -2.628511 0.0155 0.0195 0.0003
C -1.044072 -5.003952 -2.556149 0.0564 -0.0915 0.0979
C 0.039383 -4.936386 -1.635610 -0.0413 0.0140 -0.0709
C 0.844344 -3.842872 -1.591713 -0.0334 0.0120 -0.0272
C 0.578739 -2.761677 -2.466066 0.0661 -0.1287 0.1190
S 1.591866 -1.312019 -2.386981 -0.2533 0.2816 0.2039
O 1.516099 -0.881866 -0.923516 0.4655 -0.4141 -0.3481
C 3.214087 -1.994737 -2.531065 0.0511 -0.1161 -0.0657
C 3.656474 -2.322901 -3.804144 0.0797 -0.0072 -0.0076
C 4.929606 -2.848077 -3.952496 0.0076 -0.0008 0.0002
C 5.764704 -3.030074 -2.851387 -0.0035 0.0097 -0.0078
C 7.154759 -3.575006 -3.022799 0.0122 -0.0181 -0.0046
C 5.294181 -2.673331 -1.589013 0.0135 -0.0024 0.0257
C 4.020344 -2.155774 -1.416099 -0.0062 0.0087 -0.0287
H -5.932512 -5.497416 -2.285523 -0.0261 -0.0062 0.0057
H -7.167010 -4.345497 -2.805521 0.0055 -0.0018 0.0058
H -6.856303 -4.599220 -1.087848 0.0280 0.0222 0.0084
H -4.143603 -4.351114 -0.567812 0.0132 0.0053 -0.0193
H -2.384312 -2.607121 -0.630742 0.0016 -0.0001 -0.0100
H -4.576324 -0.532035 -3.672954 0.0138 -0.0212 0.0032
H -6.313708 -2.286245 -3.617538 0.0208 0.0033 -0.0020
H -2.102916 1.520333 -4.308305 -0.0103 -0.0151 -0.0061
H -1.271373 1.436277 -6.627904 0.0053 -0.0174 0.0083
H -0.069103 0.251332 -8.403210 -0.0017 -0.0074 0.0147
H 1.186909 -1.711323 -9.184188 0.0046 -0.0080 0.0102
H 1.564926 -3.636678 -7.657425 -0.0074 0.0120 -0.0021
H 0.691899 -3.601655 -5.379100 -0.0166 0.0129 -0.0041
H -2.588675 -3.160959 -4.985238 0.0017 -0.0023 0.0068
H -3.984566 -5.170072 -5.081489 0.0176 -0.0093 0.0098
H -3.524359 -7.091664 -3.575466 -0.0036 0.0164 0.0036
H -1.662362 -6.983615 -1.968457 -0.0161 0.0043 -0.0105
H 0.219765 -5.778931 -0.979331 -0.0043 0.0104 0.0049
H 1.673350 -3.784855 -0.897694 -0.0078 0.0167 -0.0199
H 3.019460 -2.170185 -4.669662 -0.0027 -0.0113 0.0269
H 5.287285 -3.115172 -4.939439 -0.0165 0.0060 0.0036
H 7.273558 -4.057594 -3.991801 -0.0016 0.0040 0.0153
H 7.388904 -4.303216 -2.246117 0.0015 0.0107 -0.0050
H 7.894848 -2.774771 -2.957157 -0.0147 -0.0031 0.0055
H 5.935522 -2.805878 -0.725204 -0.0031 -0.0102 -0.0130
H 3.647825 -1.873382 -0.439463 0.0063 0.0030 -0.0053
```
Forces are in eV/Å.

Results
Charge ... +1
Energy ... -247534.5551 eV
Spin multiplicity ... 1
M ... 1030.0 g mol⁻¹
Gap between HOMO and LUMO ... 6.43 eV
LUMO level ... -2.582 eV



Record 2
Molecular formula: C47H48BN12O5PrS
Method: DFT, ωB97M-V/def2-TZVPD

Structure (XYZ):
```
115
Properties=species:S:1:pos:R:3:forces:R:3
Pr 0.414406 -0.002281 0.342418 2.5849 1.1208 3.2554
N 2.127113 1.203742 4.958899 0.0796 0.0939 0.2153
C 1.442160 0.794823 3.814526 -0.1039 0.1038 -0.3991
S 1.862505 1.638270 2.371966 0.0246 0.0706 -0.0463
N 0.580778 -0.143072 3.997293 -0.2012 -0.4053 0.9764
N -0.058881 -0.717330 2.912129 -0.4544 0.2310 0.2009
C -1.103459 -1.393259 3.277972 0.8489 0.5600 0.4579
C -1.937826 -2.186442 2.442002 -0.2408 -0.2598 -0.9586
C -3.178494 -2.607714 2.939982 0.1675 0.1108 0.0372
C -4.035283 -3.366445 2.183569 -0.3132 -0.1076 0.0969
C -3.645140 -3.754404 0.896918 -0.0956 -0.0664 0.2073
C -2.427179 -3.395039 0.390638 0.2831 0.1402 -0.0762
C -1.524528 -2.561390 1.115501 -0.8947 -0.7388 0.9187
O -0.389710 -2.227793 0.640878 0.3359 0.0256 -0.2370
H 2.488540 2.139579 4.861645 -0.0401 -0.0081 0.0487
H 1.614794 1.041359 5.814993 -0.0129 -0.0560 -0.0681
H -1.374495 -1.369034 4.345883 0.2035 0.0279 -0.2003
H -3.468765 -2.299783 3.942237 0.0469 0.0018 -0.0253
H -5.006519 -3.640679 2.575937 -0.0294 -0.0527 -0.0115
H -4.323740 -4.347265 0.294633 0.0002 -0.0027 -0.0656
H -2.144547 -3.663058 -0.615522 0.0703 -0.0208 -0.1169
C 1.426295 5.770636 -1.367791 -0.0287 -0.1381 -0.1772
C 0.621377 4.716070 -0.688496 -0.0956 0.1236 0.2739
C -0.207319 4.889556 0.393626 0.0766 -0.2205 -0.1889
C -0.648953 3.598552 0.733873 0.4014 0.3194 -0.7218
N -0.104928 2.710709 -0.106563 -0.6447 -0.3560 0.5709
N 0.643203 3.393859 -0.980419 0.5617 0.5443 -0.0040
B 1.126522 2.821492 -2.330612 -0.2960 -0.0266 0.3237
N -0.104373 2.606099 -3.219923 0.0696 0.3149 -0.6672
N -0.952114 1.604546 -2.979195 -0.5592 -0.8341 0.2566
C -1.943365 1.705862 -3.849651 0.4341 0.7052 -0.2121
C -1.731812 2.821824 -4.686690 0.2250 0.0415 0.1330
C -0.540365 3.360635 -4.262118 -0.1968 0.0534 -0.1026
C 0.170122 4.531589 -4.848740 0.0578 -0.0561 0.1729
C -3.081974 0.810262 -4.014028 -0.2339 -0.3805 -0.0250
C -2.937409 -0.571968 -4.061789 -0.0816 0.2242 -0.1672
C -4.025827 -1.372611 -4.357266 -0.0168 -0.1214 -0.1216
C -5.265245 -0.812609 -4.615968 -0.0981 -0.1120 -0.0500
C -5.420533 0.562513 -4.547343 -0.2176 0.0774 -0.0504
C -4.338164 1.366218 -4.247056 0.0117 0.0450 0.0427
N 1.948944 1.524813 -2.180662 -0.0077 -0.0492 -0.6939
N 2.479717 1.107784 -1.026049 0.6795 -0.1295 0.6063
C 3.493785 0.282122 -1.334775 -0.4023 0.4563 -0.6272
C 3.583295 0.152537 -2.729268 -0.1557 0.1037 0.1892
C 2.578408 0.954718 -3.227704 0.2294 -0.2597 -0.0353
C 2.232523 1.214396 -4.652252 -0.0851 0.0691 0.1340
C 4.443306 -0.236736 -0.360712 0.3663 -0.0239 0.4008
C 4.629205 0.423023 0.853942 -0.0218 0.0013 -0.2934
C 5.558602 -0.038421 1.764897 0.0745 0.0003 0.1337
C 6.340985 -1.143550 1.473556 0.1629 0.0074 0.0072
C 6.190547 -1.780639 0.252183 0.1455 -0.0940 -0.0301
C 5.252603 -1.334648 -0.657792 -0.1546 0.1433 -0.0682
C -1.521113 3.315185 1.866921 -0.2347 -0.3565 0.3694
C -1.590578 2.052736 2.450665 0.2082 0.0165 -0.4027
C -2.296343 1.849721 3.620490 0.0366 -0.1916 0.0638
C -2.976247 2.893975 4.225041 -0.0571 -0.0637 -0.0026
C -2.987417 4.133851 3.609731 -0.0764 0.1180 0.1716
C -2.269488 4.343306 2.448352 0.0788 -0.0292 -0.1214
H 1.397554 6.682814 -0.773901 0.0009 0.0049 0.0511
H 1.038946 6.000962 -2.358245 0.0549 0.0555 -0.0762
H 2.459063 5.449069 -1.477628 0.1067 0.0524 -0.0440
H -0.429296 5.814117 0.886066 0.0189 0.1959 0.1318
H 1.845289 3.623913 -2.859663 -0.0076 0.2861 -0.0757
H -2.355450 3.156509 -5.495535 -0.0164 0.0577 -0.1342
H -0.422898 4.925149 -5.672993 -0.0016 0.0263 -0.0247
H 1.151573 4.250323 -5.228649 0.1069 0.0564 -0.0190
H 0.306613 5.319371 -4.111486 0.0644 0.1126 -0.0459
H -1.975257 -1.016995 -3.871761 0.0671 -0.0699 -0.0169
H -3.899866 -2.445320 -4.381224 0.0283 -0.0922 0.0379
H -6.112679 -1.441388 -4.870097 0.0376 -0.0070 0.0676
H -6.389924 1.013848 -4.726807 -0.0216 -0.0165 0.0067
H -4.466857 2.439629 -4.177005 0.0477 0.0220 -0.0096
H 4.303970 -0.416439 -3.286583 0.0207 -0.0957 -0.1136
H 2.806069 0.549444 -5.295203 0.0420 -0.0024 -0.0122
H 2.459409 2.247606 -4.917632 -0.0124 0.0908 -0.0922
H 1.172319 1.047378 -4.824932 -0.1093 -0.0252 -0.0806
H 4.013871 1.279307 1.084184 0.0377 -0.0083 0.0195
H 5.660327 0.461148 2.717190 -0.0062 0.0816 0.1126
H 7.059540 -1.514753 2.193032 0.0443 0.0056 0.0511
H 6.797040 -2.645772 0.015487 0.0226 -0.0636 -0.0140
H 5.118617 -1.859858 -1.591559 -0.0706 -0.0567 -0.1043
H -1.074825 1.224957 1.969240 -0.3801 0.3813 0.5516
H -2.296868 0.868676 4.070621 0.0178 -0.1158 0.0279
H -3.501054 2.743280 5.160282 -0.0481 -0.0479 -0.0118
H -3.551817 4.947376 4.050063 0.0002 0.0503 -0.0181
H -2.301443 5.320746 1.989469 0.0904 0.0643 -0.0865
O -0.927254 -2.457975 -2.283037 -0.2376 0.9096 0.3265
C -0.786568 -1.372952 -1.705609 -0.8704 -1.8073 -1.7739
O 0.322783 -0.730229 -1.677288 0.2578 -0.1697 -1.4084
C -1.992768 -0.671572 -1.029966 -2.1230 -0.5781 -0.9321
O -3.130820 -0.954689 -1.402972 0.9673 0.0790 0.3250
O -1.701996 0.157707 -0.109937 -0.8752 0.4993 0.2387
C 1.659332 -4.997213 -1.472010 0.3292 0.1567 -0.0100
C 1.837396 -3.685128 -2.216251 -0.0973 -0.3015 -0.3276
N 2.238654 -2.625798 -1.310456 -0.5326 0.2863 -0.0962
C 2.498779 -2.853230 0.003162 0.6681 0.1561 0.3993
N 2.384815 -1.874367 0.840677 -0.2141 -0.1095 -0.1322
C 2.737628 -2.084003 2.235140 -0.0293 -0.0108 0.1400
C 3.688746 -3.256603 2.459545 -0.2733 0.0776 -0.1243
C 3.113525 -4.446060 1.715408 0.2324 0.0601 0.3420
N 3.041513 -4.093758 0.318373 -0.2521 0.0133 -0.0467
C 2.901976 -5.189877 -0.615992 -0.0610 -0.1983 -0.3068
H 1.523327 -5.829815 -2.165537 -0.0016 0.0257 -0.0239
H 0.785119 -4.924769 -0.822206 -0.0945 -0.0167 0.0060
H 0.887606 -3.390345 -2.674942 0.2687 -0.0021 -0.0317
H 2.611319 -3.790129 -2.991744 -0.1082 -0.1644 -0.0290
H 1.633937 -1.794092 -1.443146 0.5988 -0.5113 -0.0994
H 1.809213 -2.262564 2.793423 0.1852 0.0730 0.0491
H 3.180455 -1.157229 2.618084 -0.1425 -0.1073 -0.0067
H 3.794740 -3.469439 3.523543 -0.0278 0.0149 0.0948
H 4.670174 -3.025681 2.045171 0.0164 -0.0459 0.0592
H 2.117347 -4.697847 2.111122 0.0539 -0.0683 0.0343
H 3.761268 -5.326630 1.815414 -0.1052 0.0929 -0.0423
H 2.851965 -6.128190 -0.051598 0.0385 0.1401 -0.0149
H 3.793527 -5.233848 -1.263508 -0.1196 -0.1261 0.0158
```
Forces are in eV/Å.

Results
Charge ... -2
Energy ... -103227.6410 eV
Spin multiplicity ... 3
M ... 1044.8 g mol⁻¹
Gap between HOMO and LUMO (alpha / beta) ... 6.19 / 6.20 eV
LUMO level (alpha / beta) ... 4.209 / 4.210 eV